Entry from OMol25: a 11-piece molecular cluster, C50H90ClF3N5O12 overall (wB97M-V/def2-TZVPD).

## Properties
orbital gap	8.580	eV
strongest force on any atom	2.548	eV Å⁻¹
DFT total energy	-105997.6712	eV
total charge	+1

Each atom is followed by the atoms it is bonded to, with distances in Å.
CARTESIAN COORDINATES (ANGSTROEM)
1 C -0.43 1.98 -2.34  C2 1.535, H32 1.097, H33 1.098, H34 1.096
2 C 0.82 1.58 -3.14  C1 1.535, O3 1.446, C4 1.528, H35 1.098
3 O 1.96 2.31 -2.62  C2 1.446, H36 0.959
4 C 1.17 0.10 -3.26  C2 1.528, C5 1.561, H37 1.099, H38 1.086
5 C 1.31 -0.69 -1.92  C4 1.561, C6 1.558, N10 1.481, C30 1.543
6 C 2.33 -1.80 -2.32  C5 1.558, F7 1.329, F8 1.328, F9 1.317
7 F 3.56 -1.33 -2.46  C6 1.329
8 F 1.98 -2.32 -3.50  C6 1.328
9 F 2.39 -2.82 -1.49  C6 1.317
10 N 1.91 0.19 -0.90  C5 1.481, C11 1.490, H39 1.027, H40 1.025
11 C 2.08 -0.34 0.49  N10 1.490, C12 1.540, C15 1.572, C19 1.568
12 C 3.41 -1.04 0.84  C11 1.540, C13 1.547, H41 1.094, H42 1.094
13 C 4.72 -0.49 0.25  C12 1.547, N14 1.485, H43 1.101, H44 1.093
14 N 5.61 -1.60 -0.18  C13 1.485, H45 1.013, H46 1.014
15 C 2.02 0.96 1.37  C11 1.572, C16 1.564, H47 1.097, H48 1.087
16 C 2.94 2.13 0.89  C15 1.564, C17 1.555, H49 1.093, H50 1.096
17 C 3.92 2.64 1.99  C16 1.555, Cl18 1.817, H51 1.091, H52 1.093
18 Cl 5.60 2.80 1.33  C17 1.817
19 C 0.84 -1.20 0.91  C11 1.568, O20 1.459, C23 1.536, N29 1.440
20 O 1.17 -2.62 0.96  C19 1.459, C21 1.304
21 C 0.16 -3.34 1.36  O20 1.304, N22 1.150
22 N -0.82 -3.91 1.55  C21 1.150
23 C 0.33 -0.86 2.32  C19 1.536, C24 1.412, C28 1.408
24 C 1.07 -1.21 3.47  C23 1.412, C25 1.393, H53 1.088
25 C 0.58 -0.89 4.73  C24 1.393, N26 1.341, H54 1.090
26 N -0.55 -0.23 5.04  C25 1.341, C27 1.339
27 C -1.20 0.12 3.92  N26 1.339, C28 1.396, H55 1.090
28 C -0.86 -0.15 2.60  C23 1.408, C27 1.396, H56 1.084
29 N -0.23 -0.91 -0.01  C19 1.440, C30 1.488, H57 1.013
30 C 0.03 -1.38 -1.40  C5 1.543, N29 1.488, C31 1.539, H58 1.097
31 C -1.29 -1.15 -2.16  C30 1.539, H59 1.090, H60 1.098, H61 1.086
32 H -1.32 1.71 -2.93  C1 1.097
33 H -0.56 1.49 -1.37  C1 1.098
34 H -0.49 3.07 -2.22  C1 1.096
35 H 0.68 1.97 -4.16  C2 1.098
36 H 1.64 2.92 -1.96  O3 0.959
37 H 2.15 0.09 -3.74  C4 1.099
38 H 0.51 -0.40 -3.97  C4 1.086
39 H 2.76 0.61 -1.31  N10 1.027
40 H 1.26 0.97 -0.79  N10 1.025
41 H 3.50 -0.96 1.93  C12 1.094
42 H 3.42 -2.12 0.66  C12 1.094
43 H 4.63 0.22 -0.59  C13 1.101
44 H 5.28 0.03 1.04  C13 1.093
45 H 6.21 -1.21 -0.90  N14 1.013
46 H 5.06 -2.31 -0.64  N14 1.014
47 H 1.01 1.39 1.34  C15 1.097
48 H 2.32 0.74 2.39  C15 1.087
49 H 3.56 1.93 0.01  C16 1.093
50 H 2.33 3.01 0.64  C16 1.096
51 H 3.91 2.02 2.89  C17 1.091
52 H 3.63 3.66 2.27  C17 1.093
53 H 2.02 -1.74 3.37  C24 1.088
54 H 1.17 -1.22 5.59  C25 1.090
55 H -2.11 0.69 4.08  C27 1.090
56 H -1.51 0.18 1.79  C28 1.084
57 H -1.13 -1.25 0.30  N29 1.013
58 H 0.12 -2.47 -1.32  C30 1.097
59 H -1.23 -1.28 -3.24  C31 1.090
60 H -1.96 -1.94 -1.81  C31 1.098
61 H -1.81 -0.24 -1.86  C31 1.086
62 C -6.19 -0.86 -2.49  C63 1.502, H66 1.090, H67 1.091, H68 1.090
63 C -4.94 -0.01 -2.52  C62 1.502, O64 1.218, C65 1.504
64 O -3.98 -0.28 -1.82  C63 1.218
65 C -4.93 1.17 -3.44  C63 1.504, H69 1.088, H70 1.092, H71 1.081
66 H -6.06 -1.67 -1.78  C62 1.090
67 H -7.04 -0.25 -2.18  C62 1.091
68 H -6.37 -1.27 -3.48  C62 1.090
69 H -5.73 1.87 -3.17  C65 1.088
70 H -5.07 0.84 -4.47  C65 1.092
71 H -3.98 1.68 -3.36  C65 1.081
72 C 2.43 4.67 5.19  C73 1.507, H76 1.089, H77 1.091, H78 1.091
73 C 1.55 4.93 4.00  C72 1.507, O74 1.217, C75 1.502
74 O 1.78 4.43 2.91  C73 1.217
75 C 0.37 5.83 4.21  C73 1.502, H79 1.091, H80 1.090, H81 1.088
76 H 3.24 4.00 4.90  C72 1.089
77 H 2.86 5.60 5.55  C72 1.091
78 H 1.85 4.20 5.98  C72 1.091
79 H 0.71 6.82 4.53  C75 1.091
80 H -0.30 5.41 4.96  C75 1.090
81 H -0.18 5.94 3.27  C75 1.088
82 C 3.99 -4.14 5.81  C83 1.504, H86 1.088, H87 1.089, H88 1.092
83 C 4.47 -2.88 5.14  C82 1.504, O84 1.215, C85 1.507
84 O 4.30 -2.68 3.95  C83 1.215
85 C 5.18 -1.86 6.00  C83 1.507, H89 1.091, H90 1.091, H91 1.089
86 H 3.51 -4.77 5.07  C82 1.088
87 H 4.84 -4.68 6.23  C82 1.089
88 H 3.28 -3.89 6.59  C82 1.092
89 H 6.08 -2.31 6.44  C85 1.091
90 H 4.52 -1.53 6.80  C85 1.091
91 H 5.47 -1.01 5.40  C85 1.089
92 C -4.90 4.77 4.33  C93 1.507, H96 1.088, H97 1.091, H98 1.091
93 C -3.67 5.65 4.31  C92 1.507, O94 1.210, C95 1.508
94 O -2.71 5.40 5.01  C93 1.210
95 C -3.69 6.84 3.39  C93 1.508, H99 1.091, H100 1.091, H101 1.088
96 H -4.75 3.95 5.03  C92 1.088
97 H -5.77 5.35 4.64  C92 1.091
98 H -5.07 4.35 3.33  C92 1.091
99 H -4.51 7.51 3.66  C95 1.091
100 H -3.81 6.51 2.36  C95 1.091
101 H -2.75 7.38 3.48  C95 1.088
102 C 3.05 -7.63 9.24  C103 1.507, H106 1.088, H107 1.091, H108 1.091
103 C 3.11 -7.15 7.81  C102 1.507, O104 1.211, C105 1.508
104 O 4.14 -6.78 7.31  C103 1.211
105 C 1.81 -7.15 7.04  C103 1.508, H109 1.091, H110 1.091, H111 1.088
106 H 4.05 -7.58 9.67  C102 1.088
107 H 2.38 -7.00 9.82  C102 1.091
108 H 2.71 -8.66 9.27  C102 1.091
109 H 1.08 -6.50 7.52  C105 1.091
110 H 1.41 -8.16 6.98  C105 1.091
111 H 1.99 -6.78 6.03  C105 1.088
112 C 5.09 4.96 -1.28  C113 1.509, H116 1.090, H117 1.088, H118 1.092
113 C 5.50 6.23 -1.98  C112 1.509, O114 1.209, C115 1.508
114 O 5.31 6.39 -3.16  C113 1.209
115 C 6.14 7.30 -1.13  C113 1.508, H119 1.091, H120 1.091, H121 1.088
116 H 4.64 4.28 -2.00  C112 1.090
117 H 5.96 4.48 -0.84  C112 1.088
118 H 4.36 5.18 -0.50  C112 1.092
119 H 7.06 6.92 -0.68  C115 1.091
120 H 5.46 7.62 -0.34  C115 1.091
121 H 6.38 8.16 -1.75  C115 1.088
122 C 1.99 -2.58 -7.11  C123 1.510, H126 1.089, H127 1.091, H128 1.091
123 C 1.74 -3.91 -7.77  C122 1.510, O124 1.208, C125 1.508
124 O 0.84 -4.06 -8.57  C123 1.208
125 C 2.65 -5.05 -7.40  C123 1.508, H129 1.091, H130 1.091, H131 1.088
126 H 1.26 -1.85 -7.47  C122 1.089
127 H 1.89 -2.67 -6.03  C122 1.091
128 H 2.99 -2.22 -7.36  C122 1.091
129 H 2.58 -5.25 -6.33  C125 1.091
130 H 3.68 -4.80 -7.65  C125 1.091
131 H 2.36 -5.94 -7.94  C125 1.088
132 C -2.99 -5.96 0.30  C133 1.509, H136 1.085, H137 1.092, H138 1.092
133 C -3.92 -7.14 0.42  C132 1.509, O134 1.208, C135 1.509
134 O -4.18 -7.63 1.49  C133 1.208
135 C -4.52 -7.68 -0.86  C133 1.509, H139 1.091, H140 1.091, H141 1.088
136 H -2.63 -5.68 1.28  C132 1.085
137 H -2.13 -6.22 -0.32  C132 1.092
138 H -3.52 -5.11 -0.15  C132 1.092
139 H -3.73 -8.02 -1.53  C135 1.091
140 H -5.11 -6.91 -1.35  C135 1.091
141 H -5.16 -8.52 -0.63  C135 1.088
142 C -7.95 -0.09 -7.53  C143 1.506, H146 1.088, H147 1.091, H148 1.091
143 C -7.54 -1.16 -6.55  C142 1.506, O144 1.212, C145 1.506
144 O -7.23 -0.87 -5.41  C143 1.212
145 C -7.52 -2.58 -7.03  C143 1.506, H149 1.091, H150 1.091, H151 1.088
146 H -7.91 0.88 -7.05  C142 1.088
147 H -7.26 -0.09 -8.38  C142 1.091
148 H -8.96 -0.28 -7.88  C142 1.091
149 H -6.82 -2.69 -7.86  C145 1.091
150 H -8.52 -2.87 -7.36  C145 1.091
151 H -7.21 -3.24 -6.22  C145 1.088
152 C -5.42 5.67 -2.79  C153 1.507, H156 1.088, H157 1.091, H158 1.091
153 C -4.34 5.08 -3.65  C152 1.507, O154 1.213, C155 1.507
154 O -4.14 3.88 -3.68  C153 1.213
155 C -3.52 6.03 -4.48  C153 1.507, H159 1.091, H160 1.091, H161 1.088
156 H -5.94 4.88 -2.25  C152 1.088
157 H -4.99 6.37 -2.07  C152 1.091
158 H -6.15 6.20 -3.41  C152 1.091
159 H -3.00 6.74 -3.83  C155 1.091
160 H -4.16 6.58 -5.17  C155 1.091
161 H -2.77 5.48 -5.05  C155 1.088

Results of the Löwdin charge analysis, in e, for atoms 1 through 8:
1 C -0.016
2 C -0.359
3 O -0.041
4 C -0.040
5 C -0.193
6 C -0.600
7 F 0.177
8 F 0.172